# C8H26BClN2O2V

A structure of composition C8H26BClN2O2V in a non-equilibrium geometry (ωB97M-V/def2-TZVPD, the Open Molecules 2025 dataset).

DFT total energy   -54675.3675 eV
Kohn-Sham gap (alpha / beta)   5.81 / 8.80 eV
2S+1   5
Strongest force on any atom   0.098 Eh/bohr
Total charge   -1

Last column: Mulliken charge in e.
CARTESIAN COORDINATES (ANGSTROEM)
V  -22.69681  -8.98549  21.14747  -0.079
B  -25.07576  -8.86988  21.24256  0.784
H  -25.50042  -8.73384  22.22510  -0.248
H  -25.89081  -9.05205  20.55936  -0.410
H  -24.51160  -8.05273  20.82039  -0.157
H  -24.48269  -9.76569  21.34278  -0.163
Cl  -22.22290  -7.14550  19.40904  -0.577
C  -24.87439  -4.83307  17.96475  -1.395
C  -25.94487  -5.59956  18.72305  0.464
C  -26.28082  -6.98203  18.24533  -0.855
O  -27.32942  -7.52594  19.08958  -0.312
C  -27.93150  -8.76961  18.57526  -0.764
N  -25.59076  -5.59704  20.15810  -0.595
H  -23.91054  -5.33247  18.06321  0.217
H  -24.85865  -3.81769  18.36080  0.369
H  -25.06653  -4.53318  16.93458  0.442
H  -26.87123  -5.08549  18.46677  0.171
H  -25.43865  -7.61217  17.95934  0.307
H  -26.73548  -6.95112  17.25516  0.468
H  -27.24203  -9.55575  18.88301  0.248
H  -28.10893  -8.77466  17.49982  0.314
H  -28.89940  -8.73339  19.07525  0.222
H  -24.59852  -5.74066  20.03595  0.248
H  -25.71627  -4.61552  20.36053  0.318
C  -19.68142  -5.42686  16.40741  -1.450
C  -19.41258  -4.51692  17.65307  0.548
C  -18.30374  -3.53993  17.41683  -0.704
O  -17.75974  -3.28552  18.77639  -0.309
C  -17.13258  -2.04730  18.79152  -0.767
N  -20.65470  -3.93678  18.16369  -0.783
H  -20.38984  -6.16857  16.77638  0.328
H  -18.80647  -5.84927  15.91332  0.391
H  -20.21795  -4.74327  15.74942  0.375
H  -19.16388  -5.18749  18.47563  0.370
H  -18.78188  -2.67728  16.95283  0.378
H  -17.54656  -3.93818  16.74143  0.327
H  -17.87604  -1.25489  18.87782  0.304
H  -16.48882  -1.85505  17.93320  0.297
H  -16.49062  -1.86074  19.65243  0.262
H  -20.55946  -3.64199  19.12501  0.276
H  -21.33705  -4.67918  18.10595  0.144